Density functional theory data (the ωB97M-V functional and the def2-TZVPD basis) for a molecular structure, C22H40B3F5O9 in a non-equilibrium geometry.

Structure (XYZ):
```
79
C22H40B3F5O9, DFT the ωB97M-V functional and the def2-TZVPD basis
C -3.839 1.830 -2.424
C -4.469 0.376 -2.391
C -3.673 -0.649 -3.319
C -2.875 -1.705 -2.465
C -2.179 -2.844 -3.357
B -0.731 -3.047 -2.710
O -0.531 -3.465 -1.348
B 0.222 -2.429 -0.765
C 0.274 -2.363 0.846
C -0.907 -1.349 1.242
C -0.658 -0.610 2.603
C 0.582 0.380 2.528
O 0.095 1.682 2.113
C 0.221 1.832 0.744
O -0.522 2.522 0.105
O 0.909 -1.394 -1.459
B 0.893 -1.529 -2.853
C 1.243 -0.352 -3.909
F -0.015 0.136 -4.361
F 1.849 -0.902 -5.041
C 1.998 0.864 -3.328
C 1.942 2.113 -4.117
C 2.618 3.332 -3.742
C 3.375 3.355 -2.484
C 3.433 2.138 -1.709
C 4.228 2.150 -0.379
F 5.570 2.320 -0.511
F 3.901 1.041 0.374
F 3.782 3.238 0.374
C 2.780 0.887 -2.112
O 0.495 -2.772 -3.416
H -4.412 2.543 -1.766
H -3.849 2.272 -3.451
H -2.785 1.760 -2.045
H -5.502 0.453 -2.838
H -4.576 0.026 -1.337
H -2.921 -0.038 -3.877
H -4.404 -1.196 -3.962
H -3.559 -2.175 -1.709
H -2.116 -1.116 -1.867
H -2.792 -3.770 -3.222
H -2.084 -2.538 -4.433
H 1.280 -2.010 1.173
H 0.020 -3.359 1.295
H -1.889 -1.897 1.203
H -0.954 -0.592 0.401
H -1.585 -0.030 2.865
H -0.463 -1.399 3.385
H 1.357 0.018 1.801
H 1.051 0.404 3.543
H 1.031 1.298 0.161
H 1.370 2.103 -5.076
H 2.543 4.216 -4.422
H 3.872 4.311 -2.204
H 2.883 -0.028 -1.495
C -6.451 -2.054 0.369
O -6.813 -0.887 -0.358
H -5.965 -2.751 -0.312
H -5.757 -1.793 1.172
H -7.344 -2.524 0.789
H -7.240 -0.286 0.262
C 4.061 0.806 4.741
O 4.086 -0.252 3.784
H 3.566 0.451 5.643
H 5.083 1.108 4.984
H 3.507 1.655 4.337
H 4.527 0.086 2.996
C 1.010 4.379 4.884
O 1.387 3.070 4.478
H 1.165 4.470 5.958
H 1.626 5.121 4.367
H -0.045 4.550 4.655
H 1.243 3.013 3.525
C 2.902 -3.487 3.434
O 2.037 -4.001 2.425
H 2.361 -2.736 4.007
H 3.216 -4.293 4.102
H 3.778 -3.024 2.974
H 2.535 -4.661 1.932
```

Results
- Multiplicity: 1
- Molar mass: 576.0 u
- Electronic energy: -2113.4929 hartree
- Orbital gap: 9.975 eV
- HOMO energy: -10.02 eV
- Max |F|: 0.0602 Eh/bohr
- Net charge: 0